Molecular formula: C25H38ClF4N4O3P2
Method: DFT, ωB97M-V with the def2-TZVPD basis set

Lowest unoccupied orbital energy in hartree: -0.01197
2S+1: 1
Charge: -1

```
77
C25H38ClF4N4O3P2 (ωB97M-V with the def2-TZVPD basis set)
H -1.84035 1.34575 -0.25983
H -6.95305 7.22831 -1.64881
H 4.78532 0.97950 -2.44106
C -6.56818 6.19723 -1.28932
H -1.88384 -0.02312 2.38144
N 4.13350 -4.85556 -0.99355
P 3.13248 1.49406 -0.14933
C 2.85159 0.77297 -3.53268
H 3.97783 -6.80472 0.01145
F 3.97045 -7.22667 2.65132
H 0.81749 -1.48581 3.32725
F 2.96417 -5.44292 3.85547
H -4.19835 5.14201 -1.02137
H -4.62608 4.21497 2.00149
C 3.41689 -2.95312 0.62904
H -3.45587 5.90067 0.48232
C 1.61643 -0.22674 -3.68460
H -7.45681 5.49499 -1.12984
H 1.35326 -1.60072 -2.12806
H 0.61982 -1.68431 1.48584
H 1.67557 -7.75293 1.69297
O -5.76665 0.63458 0.86303
H 4.81837 -0.25679 -3.79922
C 4.16163 -2.47425 -1.94950
H -5.33966 7.53640 0.06731
C -4.41658 5.40820 0.07726
C 3.33188 -5.09486 1.46293
C 3.19991 -1.38495 0.76540
C -2.89731 2.23908 1.49744
H -2.55441 3.03097 2.25931
C -3.81656 2.84755 0.33418
N 3.12292 -3.73109 1.79391
N 0.85612 -0.82169 -2.58422
H -5.96105 5.77567 -2.16746
H -5.27867 -1.39527 0.75810
C 1.03507 -1.00097 2.30322
C 3.89919 -3.46445 -0.74382
H 0.09745 0.70723 3.40725
H 2.48504 1.69967 -2.97701
C -5.67269 6.43494 0.03211
H -3.47620 1.38622 1.98547
H -3.12822 3.30959 -0.45756
H 4.06951 2.23865 -0.93580
H 1.19187 1.01059 -0.88059
C -1.56336 1.65445 0.80982
H 2.99667 0.22613 2.41369
C 4.18991 0.11441 -2.92531
C 3.83288 -5.67866 0.12200
H 3.09101 -1.50633 2.99755
C -1.12039 0.29805 1.57480
H -6.42995 -1.00936 1.97030
F 0.80110 -5.85620 1.45965
H -0.02123 -1.22307 -2.97195
O 1.22512 -0.50482 -4.86547
H -0.71279 2.41805 0.75831
C 3.00485 -6.16699 2.63464
C 2.65087 -0.83054 2.16907
C 3.44758 -0.37866 -0.37395
H -1.10097 -0.55085 0.80664
C -4.78117 4.04135 0.88124
H 3.12010 1.11982 -4.60117
H -4.77348 -0.62378 2.20675
Cl 2.97198 -3.10005 -4.85444
H -4.46974 2.02543 -0.13155
H 5.90452 -2.44353 -5.26629
F 0.83261 -6.93959 3.49453
N 1.62465 1.90116 -0.58355
H 3.28214 1.89780 1.21723
P 4.70723 -3.25644 -3.60990
H 1.00598 1.20278 1.80716
C -5.56972 -0.55604 1.42897
C 3.94674 -0.95616 -1.77050
C 1.54797 -6.77615 2.27827
H -5.88510 3.82808 0.61308
H -6.35581 6.19531 0.92701
O 6.00415 -2.35634 -4.28275
C 0.30241 0.44188 2.31423
```

***

Molecular formula: C6H6O2
Method: DFT, ωB97M-V with the def2-TZVPD basis set

Lowest unoccupied orbital energy in hartree: 0.02623
2S+1: 1
Charge: 0

```
14
C6H6O2 (ωB97M-V with the def2-TZVPD basis set)
C 1.58653 -0.78113 0.01343
C -0.80918 -0.60219 -0.28505
C -0.51933 0.75787 -0.06655
H -2.76141 -0.82663 -0.83966
O -2.13555 -1.01319 -0.07715
C 1.64084 0.58637 -0.23303
C 0.27028 -1.35805 -0.04943
H 0.68623 2.46939 -0.23949
C 0.62220 1.34480 -0.18171
H 2.61903 1.03145 0.03108
H 0.29086 -2.44339 0.21295
O -1.75479 1.40897 0.10723
H -2.11129 0.98631 0.83026
H 2.37559 -1.56059 0.77715
```

***

Molecular formula: C31H43Cl2N2O2P3V
Method: DFT, ωB97M-V with the def2-TZVPD basis set

Expectation value of S²: 0.7653
Lowest unoccupied orbital energy (spin up / spin down) in hartree: -0.19332 / -0.30584
2S+1: 2
Charge: +2

```
84
C31H43Cl2N2O2P3V (ωB97M-V with the def2-TZVPD basis set)
C 5.87894 2.27055 -5.09154
H -1.70229 4.90956 -3.26946
H -4.54982 -2.97694 -4.18089
C 4.00877 1.04983 -5.97909
H -3.26870 3.66079 0.65473
C 0.32342 3.41607 2.22206
C 0.55877 -2.28368 -5.81680
H -1.78938 3.31833 2.31614
C 1.94272 -2.84942 0.74900
H 0.99998 3.08982 1.42781
H 3.45000 -2.92072 -1.70341
H 0.05737 -3.70466 -2.44339
H -0.42693 5.42163 -7.36147
H 2.69461 -2.13928 1.07214
H 1.01916 -4.69680 -1.34128
C -0.48848 0.55549 -1.74498
O -2.55837 1.22072 -2.55476
H -1.85544 6.17260 -5.41903
H -1.96398 -2.33031 -0.10064
H -1.06209 -3.15582 -6.95416
H -2.96582 -3.60226 -3.58863
C -1.61270 -1.43304 -0.63178
C 2.64936 -2.22325 -1.97359
N -2.58518 3.22941 0.05508
H -3.46995 -3.80675 -0.94468
H -2.79576 3.25326 -0.94395
H 5.88028 1.17108 -6.97891
P 1.20287 -2.27243 -0.84229
C -0.67676 0.16240 -6.30730
H -2.19264 1.81979 -3.22056
H 2.09391 -1.14491 -4.79957
N -1.01581 3.54273 1.69859
H -5.20423 -3.30272 -1.00477
V 0.09128 -0.29876 0.00007
C 0.38060 -3.80649 -1.40316
H 2.35303 -2.46922 -2.99748
H 1.17922 -2.87918 1.52458
H -1.31823 -0.18835 -3.51832
C -3.56206 -2.69940 -3.78560
H 0.32993 2.67876 3.03070
H 1.00379 -3.24950 -5.58318
P -3.81393 -1.82124 -2.23922
C 0.63861 0.13585 -5.78236
O -0.36886 3.63213 -0.50172
H 3.57460 0.40428 -6.75501
H -5.38014 -0.22984 -1.38588
C 0.45258 3.82538 -6.27461
H 3.06520 -1.22053 -1.97522
H 5.60006 3.17923 -3.17106
C -0.27154 3.45574 -3.99770
H -4.71629 0.28443 -2.96035
C 5.11112 2.62004 -3.98022
Cl -0.88488 -0.09864 1.99501
C -1.25979 3.48910 0.36516
H -2.19011 -0.95724 -7.34411
H -0.22252 3.04122 -2.98668
C -0.62354 -2.23986 -6.55974
C -1.66476 0.07973 -2.50921
C -1.11138 4.57584 -4.12755
C 3.13520 1.61753 -4.98745
H 0.91773 2.06031 -1.02887
H 6.91028 2.59205 -5.18991
C 0.29515 1.23174 -0.97972
C 5.32400 1.46651 -6.09289
C -0.40571 4.91381 -6.39949
H 2.40491 -3.82739 0.64927
C -5.09067 -0.57068 -2.38730
C 3.74192 2.29304 -3.89543
C -2.25398 -1.04756 -1.74904
C 1.18640 -1.10888 -5.40343
C -4.16779 -2.95930 -0.89055
C 0.51565 3.02121 -5.11465
P 1.56007 1.67000 -5.79867
C -1.19695 5.30330 -5.31756
H 1.05467 3.54971 -7.14310
C -1.25645 -1.01299 -6.77890
H -4.04515 -2.42979 0.06227
H -1.21460 1.10904 -6.39684
H 3.18889 2.54946 -2.98899
H -5.95335 -1.02150 -2.88686
Cl 2.31436 0.21941 0.58847
H 0.66659 4.38041 2.61942
H -0.50736 -3.99664 -0.79709
H -3.03183 -2.06120 -4.50230
```

***

Molecular formula: C18H27BiN2O5P2S
Method: DFT, ωB97M-V with the def2-TZVPD basis set

Lowest unoccupied orbital energy (spin up / spin down) in hartree: -0.34042 / -0.34033
2S+1: 1
Charge: +2

```
56
C18H27BiN2O5P2S (ωB97M-V with the def2-TZVPD basis set)
H -2.36148 -0.69325 3.35817
H 1.76942 3.44125 -1.11997
H 2.32064 -1.16898 -2.19740
O -1.19567 3.44070 0.04869
C 3.09098 -2.29896 4.31964
C -3.61988 1.14634 1.08389
O -0.82525 4.11529 -2.44919
H 4.32983 -0.74356 5.20614
H -3.37111 1.80943 1.93183
O 0.69600 -1.45033 0.24600
H 3.46139 -0.34446 -1.10069
C 1.15014 -2.18574 1.21667
H 2.96868 2.94479 -2.37098
C -1.48534 0.22452 -4.28572
C 2.82598 -0.21465 -1.99071
H -4.05337 -1.21164 -0.45262
H 4.17303 0.79830 3.27168
C -2.44477 -0.64249 -1.83183
H -3.15818 -0.81014 -5.14406
H -1.12201 3.74703 -0.90647
O 0.21494 -4.01369 3.93660
C -0.78440 0.52639 -3.09368
C 0.46097 1.21792 -3.08740
C 3.73907 -1.04452 4.33451
C -2.63673 -0.53792 -4.23204
N -1.33121 0.12140 -1.87569
H 3.23048 2.51626 -0.64376
H 3.45593 0.05823 -2.85235
H -1.10750 4.75580 -3.12848
H -2.57827 -2.20982 -0.30791
C -2.94958 -1.18336 -0.48760
H -3.62331 -1.67127 2.53045
H -1.88457 -2.12734 2.40432
C 2.20965 -1.73539 2.14109
N 0.68955 -3.38978 1.50063
O 2.04913 -5.20490 2.71735
C 2.47116 2.65086 -1.43353
C 2.90857 -0.52283 2.11472
H -4.62982 0.72529 1.22186
H -1.85524 4.04481 0.45652
H -1.06844 0.56847 -5.23273
H -0.55364 3.30184 -2.92640
H 0.80718 1.63067 -4.04113
Bi -0.15507 0.70428 0.19434
S 1.25897 -4.01660 2.93594
H -3.59061 1.74025 0.15342
H 0.66721 1.89630 1.26625
P -2.43880 -0.23376 0.99638
H 2.84551 0.10978 1.22527
C -2.59354 -1.28331 2.45512
C 3.65164 -0.16446 3.23676
C -3.11719 -0.98286 -2.99915
H 3.17817 -3.01193 5.14095
P 1.59148 1.08943 -1.74104
H -3.99516 -1.61913 -2.91768
C 2.31442 -2.60856 3.20502
```

***

The calculation returns the following energy values, one per record and in order: -80604.68785 -10410.75721 -118502.85806 -67555.44662 eV.